Below is a molecular structure, C51H41ClN11NaO2S2, with properties calculated with ωB97M-V/def2-TZVPD.

Calculated values
Multiplicity ... 1
Energy above the lowest of the compared OMol25 structures with the same formula, charge and spin ... 63.19 kJ/mol
Total charge ... -2
Molar mass ... 962.54 g mol⁻¹
HOMO-LUMO gap ... 4.364 eV

```
109
C51H41ClN11NaO2S2, DFT ωB97M-V/def2-TZVPD
Na 1.394 0.479 0.037
N -0.843 -3.475 -9.687
C -0.629 -3.057 -8.637
C -0.362 -2.537 -7.320
C -0.236 -3.412 -6.241
C 0.036 -2.913 -4.982
C 0.151 -1.539 -4.772
C 0.033 -0.673 -5.857
C -0.217 -1.167 -7.127
C 0.435 -1.031 -3.403
C 1.708 -1.500 -2.872
C 2.880 -1.535 -3.606
C 3.930 -1.883 -2.730
C 3.360 -2.067 -1.493
N 2.021 -1.862 -1.569
C -0.398 -0.103 -2.869
C -1.633 0.409 -3.460
C -2.079 1.368 -2.621
C -1.129 1.408 -1.522
N -0.169 0.546 -1.650
H -0.350 -4.476 -6.400
H 0.150 -3.581 -4.138
H 0.162 0.389 -5.694
H -0.291 -0.496 -7.973
H 2.972 -1.242 -4.642
H 4.977 -1.965 -2.973
H 3.789 -2.378 -0.554
H -2.078 0.081 -4.385
H -2.958 1.986 -2.729
H -1.162 2.071 -0.666
S 2.601 3.140 1.255
C 2.241 4.240 -0.040
C 1.886 5.562 0.262
C 1.531 6.501 -0.701
C 1.181 7.834 -0.303
N 0.907 8.901 0.036
C 1.528 6.114 -2.051
C 1.901 4.817 -2.379
C 2.285 3.855 -1.429
S 2.776 2.288 -1.978
C 1.137 7.030 -3.084
N 0.817 7.763 -3.914
H 1.885 5.856 1.303
H 1.905 4.523 -3.421
O -0.015 -2.291 -0.697
C 1.138 -2.049 -0.368
N 11.784 1.452 2.182
C 10.669 1.169 2.176
C 9.278 0.799 2.181
C 8.803 -0.100 3.131
C 7.470 -0.460 3.146
C 6.587 0.067 2.205
C 7.063 0.969 1.250
C 8.394 1.333 1.245
N 5.237 -0.298 2.216
C 4.638 -1.339 2.924
C 3.319 -1.284 2.609
N 3.080 -0.240 1.747
C 4.223 0.327 1.527
H 9.485 -0.511 3.863
H 7.114 -1.143 3.903
H 6.393 1.384 0.511
H 8.757 2.034 0.506
H 5.193 -2.023 3.538
H 2.526 -1.939 2.926
H 4.339 1.217 0.922
C -5.460 -1.024 5.299
C -4.842 -1.957 4.253
C -4.045 -3.057 4.973
C -5.976 -2.649 3.485
C -3.906 -1.184 3.248
O -3.406 -2.131 2.306
C -4.676 -0.011 2.602
C -4.205 0.609 1.272
C -4.500 -0.234 0.053
C -3.479 -0.831 -0.678
C -3.753 -1.622 -1.786
C -5.067 -1.800 -2.173
Cl -5.431 -2.786 -3.568
C -6.108 -1.201 -1.480
C -5.816 -0.424 -0.371
C -2.670 -0.677 4.011
N -1.747 0.091 3.205
C -0.908 -0.300 2.232
N -0.284 0.748 1.739
C -0.772 1.783 2.466
N -1.653 1.432 3.381
H -6.083 -1.610 5.981
H -6.096 -0.265 4.842
H -4.704 -0.519 5.902
H -4.733 -3.784 5.409
H -3.438 -2.655 5.787
H -3.395 -3.583 4.275
H -6.563 -3.255 4.179
H -5.575 -3.309 2.715
H -6.660 -1.944 3.013
H -3.781 -1.981 1.429
H -4.707 0.788 3.345
H -5.709 -0.320 2.437
H -3.153 0.884 1.290
H -4.763 1.544 1.170
H -2.443 -0.685 -0.405
H -2.932 -2.070 -2.329
H -7.129 -1.339 -1.811
H -6.627 0.053 0.170
H -2.139 -1.532 4.425
H -2.965 -0.010 4.817
H -0.795 -1.319 1.894
H -0.428 2.796 2.334
```